1) The following is a quantum chemistry calculation of a 2-piece molecular cluster, C25H20N2O2 overall, from the OMol25 dataset.

E_HOMO (Ha): -0.2460
Orbital gap (eV): 4.80
Net charge: 0

Each line ends with the natural charge from an NBO analysis.
Element x y z (Å)
C  0.3997  0.3197  -2.2559  -0.479
C  -0.6060  1.2914  -2.2659  0.257
N  -1.5084  2.0391  -2.3288  -0.413
C  1.7270  0.6983  -2.6325  -0.025
C  2.7406  -0.2821  -2.8513  -0.182
C  4.0497  0.1041  -3.1076  -0.170
C  4.3680  1.4681  -3.2302  -0.223
C  5.7298  1.8515  -3.4651  0.286
N  6.8451  2.1556  -3.6456  -0.333
C  3.3696  2.4423  -3.1089  -0.145
C  2.0570  2.0732  -2.8204  -0.218
H  0.1234  -0.7018  -2.5704  0.215
H  2.4705  -1.3438  -2.8607  0.201
H  4.8300  -0.6442  -3.2279  0.225
H  3.6110  3.4931  -3.2485  0.227
H  1.2698  2.8221  -2.7988  0.233
C  3.1742  -0.4352  5.3275  -0.262
O  3.4306  -0.7908  3.9384  -0.482
C  2.4621  -0.5769  3.0091  0.368
C  2.7533  -1.0342  1.6957  -0.291
C  1.7976  -0.9656  0.7142  -0.050
C  0.4940  -0.4480  0.9796  -0.191
C  -0.5311  -0.6159  0.0028  0.029
C  -1.9341  -0.6068  0.3001  -0.086
C  -2.8730  -0.5262  -0.7711  -0.132
C  -4.2248  -0.5544  -0.5038  -0.092
C  -4.6845  -0.6752  0.8301  0.362
O  -6.0354  -0.5700  0.9535  -0.471
C  -6.5864  -0.3390  -0.3919  -0.063
C  -5.4200  -0.4057  -1.3900  -0.459
C  -3.7895  -0.8439  1.8977  -0.289
C  -2.4494  -0.8417  1.6171  -0.156
C  0.2882  0.1593  2.2588  -0.124
C  1.2217  0.0608  3.2726  -0.326
H  4.1111  -0.6869  5.8340  0.212
H  2.9614  0.6434  5.4357  0.188
H  2.3454  -1.0286  5.7557  0.188
H  3.7333  -1.4731  1.5112  0.236
H  1.9984  -1.3940  -0.2678  0.214
H  -0.2683  -1.2071  -0.8594  0.225
H  -2.5412  -0.4417  -1.8060  0.232
H  -7.3503  -1.1056  -0.5778  0.194
H  -7.0658  0.6504  -0.3877  0.193
H  -5.3619  0.5035  -1.9991  0.239
H  -5.5390  -1.2698  -2.0581  0.225
H  -4.1803  -0.9763  2.9030  0.234
H  -1.7542  -1.0705  2.4247  0.222
H  -0.6664  0.6369  2.4900  0.229
H  1.0076  0.4423  4.2797  0.228



2) The following is a quantum chemistry calculation of a 2-piece molecular cluster, C25H20N2O2 overall, from the OMol25 dataset.

E_HOMO (Ha): -0.2809
Orbital gap (eV): 5.04
Net charge: 0

Each line ends with the natural charge from an NBO analysis.
Element x y z (Å)
N  0.8653  1.0242  -2.4093  -0.741
C  1.9983  1.4259  -3.0805  0.617
O  3.1730  1.3901  -2.6993  -0.631
C  1.5558  1.9406  -4.4160  -0.274
C  0.2299  1.8128  -4.4863  -0.265
C  -0.2455  1.2304  -3.1918  0.613
O  -1.4307  1.0024  -2.9194  -0.645
H  2.2594  2.3299  -5.1248  0.213
H  -0.4570  2.0561  -5.2719  0.210
C  -5.2078  1.6364  1.1928  -0.396
N  -4.0402  1.3205  1.9820  -0.496
C  -4.3579  1.1701  3.3857  -0.394
C  -2.8931  0.8122  1.3888  0.264
C  -1.9837  1.7281  0.8118  -0.230
C  -0.7696  1.2709  0.3601  -0.105
C  -0.5105  -0.1189  0.4084  -0.093
C  0.7954  -0.5534  0.0949  0.353
C  1.0915  -1.8499  -0.4548  -0.169
C  2.5081  -2.0632  -0.2965  0.112
C  3.0508  -3.3277  -0.4427  -0.230
C  2.2217  -4.3569  -0.9152  -0.140
C  0.8545  -4.1323  -1.1377  -0.231
C  0.2635  -2.8959  -0.8839  -0.114
C  3.0827  -0.8702  0.3179  -0.004
C  2.0220  0.0823  0.5396  -0.049
C  2.2917  1.2539  1.2549  -0.125
C  3.5988  1.4778  1.7004  -0.222
C  4.6182  0.5306  1.5102  -0.138
C  4.3447  -0.6750  0.8455  -0.201
C  -1.5051  -1.0408  0.7999  -0.130
C  -2.6962  -0.5917  1.3174  -0.263
H  -4.9535  1.7686  0.1363  0.220
H  -5.9469  0.8282  1.2849  0.174
H  -5.6048  2.5640  1.6140  0.193
H  -3.4575  1.0507  3.9981  0.210
H  -4.8930  2.0866  3.6577  0.199
H  -5.0140  0.3050  3.5322  0.170
H  -2.2646  2.7873  0.7572  0.235
H  -0.0406  1.9236  -0.1025  0.256
H  4.0879  -3.5225  -0.1453  0.223
H  2.6415  -5.3517  -1.0981  0.224
H  0.2387  -4.9608  -1.5050  0.225
H  -0.8104  -2.7753  -1.0337  0.233
H  1.5198  1.9946  1.4611  0.227
H  3.8502  2.4013  2.2347  0.224
H  5.6240  0.7196  1.8996  0.223
H  5.1047  -1.4563  0.7401  0.220
H  -1.3142  -2.1176  0.7400  0.221
H  -3.4957  -1.2646  1.6485  0.229



It is 2) that is most stable; the runner-up trails by 0.0350 hartree.



1) The following is a quantum chemistry calculation of one molecule with the formula C5H13N2O, from the OMol25 dataset.

2S+1: 2
E_HOMO (alpha / beta) (Ha): -0.1267 / -0.3742
Orbital gap (alpha / beta) (eV): 4.12 / 10.83
Net charge: 0

Each line ends with the Mulliken spin population.
Element x y z (Å)
C  0.0594  -0.0893  1.9897  0.112
C  0.9633  0.1123  0.7620  0.671
C  0.2561  0.6052  -0.4980  0.182
C  -0.1587  -0.5139  -1.4883  0.046
C  -1.5388  -0.9953  -1.1727  -0.005
N  -2.5574  -0.7242  -2.0315  0.000
O  -1.7776  -1.5020  -0.0901  -0.010
N  2.0557  1.1144  1.1463  1.220
H  0.1797  0.6464  2.7858  -0.118
H  0.2596  -1.0560  2.4580  0.003
H  -1.0102  -0.1002  1.8005  -0.003
H  1.4475  -0.8401  0.5916  0.387
H  -0.6164  1.1746  -0.1774  0.345
H  0.9012  1.2779  -1.0596  -0.394
H  -0.0239  -0.1657  -2.5124  0.037
H  0.4843  -1.3951  -1.4289  -0.047
H  -3.4652  -1.0628  -1.8124  0.000
H  -2.3836  -0.5399  -3.0121  0.000
H  3.0084  0.7193  0.9023  -0.676
H  1.8629  2.0302  0.6843  -0.455
H  2.0537  1.3044  2.1629  -0.294



2) The following is a quantum chemistry calculation of a 2-piece molecular cluster, C5H13N2O overall, from the OMol25 dataset.

2S+1: 2
E_HOMO (alpha / beta) (Ha): -0.3341 / -0.3333
Orbital gap (alpha / beta) (eV): 9.92 / 7.29
Net charge: 0

Each line ends with the Mulliken spin population.
Element x y z (Å)
C  0.2177  -1.1644  -1.3071  -0.001
O  0.7006  -1.8311  -0.1592  0.021
C  1.0268  0.0412  -1.6650  -0.011
N  0.6326  0.5207  -2.9546  0.000
H  0.1092  -1.8758  -2.1677  0.000
H  -0.8158  -0.7639  -1.0893  0.002
H  0.9069  0.7293  -0.8182  0.008
H  2.0547  -0.2539  -1.6964  0.000
H  -0.3844  0.4871  -3.0011  0.000
H  0.7247  1.5328  -2.9674  0.000
C  1.0018  1.6751  1.7830  0.489
C  -0.2102  0.9621  1.8466  -0.108
N  -0.3310  -0.3833  1.5548  0.540
C  -1.7014  -0.8590  1.5253  -0.034
H  1.9813  1.2097  1.6682  0.016
H  1.0752  2.6961  2.0542  0.020
H  -1.1564  1.5423  2.0623  0.004
H  0.3277  -1.3112  0.7254  -0.001
H  -1.7869  -1.7259  2.2288  0.030
H  -2.3160  -0.0121  1.8391  0.001
H  -2.0572  -1.2158  0.5384  0.025



3) The following is a quantum chemistry calculation of a 2-piece molecular cluster, C5H13N2O overall, from the OMol25 dataset.

2S+1: 2
E_HOMO (alpha / beta) (Ha): -0.1864 / -0.3400
Orbital gap (alpha / beta) (eV): 5.76 / 9.93
Net charge: 0

Each line ends with the Mulliken spin population.
Element x y z (Å)
C  2.5271  0.2939  -0.2367  0.035
C  1.9266  0.3437  1.1657  -0.025
C  0.0717  1.9403  1.2969  0.718
N  0.5070  0.6519  1.1345  0.295
H  1.9654  -0.3472  -0.9130  0.000
H  2.5719  1.2975  -0.6671  0.013
H  3.5691  -0.0372  -0.1743  -0.012
H  2.0028  -0.6305  1.6509  0.004
H  2.3974  1.1350  1.7452  -0.013
H  -0.9889  2.1315  1.3618  0.003
H  0.7754  2.7262  1.5141  0.020
H  -0.1941  -0.0825  0.9684  -0.046
C  -1.5047  -0.0820  -1.3674  0.011
C  -1.7655  -1.2345  -0.4341  0.003
N  -2.5571  -2.2258  -0.8891  0.000
O  -1.2888  -1.2707  0.6964  -0.003
H  -0.4600  -0.1297  -1.6771  -0.003
H  -1.6562  0.8861  -0.9001  -0.002
H  -2.1085  -0.1722  -2.2689  0.000
H  -2.6347  -3.0504  -0.3168  0.000
H  -3.1557  -2.1434  -1.6892  0.000



It is 3) that is most stable; the runner-up trails by 0.0548 hartree.



1) The following is a quantum chemistry calculation of C5H10N2P as an isolated structure, from the OMol25 dataset.

E_HOMO (Ha): -0.4655
Orbital gap (eV): 9.34
Net charge: +1

Each line ends with the natural charge from an NBO analysis.
Element x y z (Å)
C  -0.0605  1.2398  0.3909  0.099
C  -1.1072  -0.8826  0.9468  -0.411
C  -0.3569  -0.4988  -1.3508  -0.252
C  -1.2786  0.6001  0.6357  -0.054
C  0.0647  -1.1004  -0.0348  -0.126
N  -0.7985  0.8366  -0.7877  -0.398
N  1.0912  -0.1835  0.5949  -0.689
P  2.6177  -0.0028  -0.1222  0.543
H  0.2407  2.1983  0.6657  0.265
H  -0.8023  -1.0477  1.9598  0.274
H  -2.0554  -1.5657  0.6825  0.252
H  0.5624  -0.4894  -2.0976  0.276
H  -1.3091  -0.8903  -1.8172  0.250
H  -2.1542  1.2250  0.9387  0.276
H  0.4630  -2.1413  0.1022  0.289
H  -1.1555  1.4496  -1.5039  0.465
H  3.5357  -0.0888  0.9381  -0.007
H  2.5028  1.3421  -0.1411  -0.051



2) The following is a quantum chemistry calculation of an isolated ion of composition C5H10N2P and charge +1, from the OMol25 dataset.

E_HOMO (Ha): -0.4922
Orbital gap (eV): 10.40
Net charge: +1
SMILES string: PN1[C@H]2C[C@H]3[C@@H]1[N@H+]3C2

Each line ends with the natural charge from an NBO analysis.
Element x y z (Å)
P  2.6324  -0.3240  0.0378  0.576
N  1.0157  -0.0549  0.4689  -0.734
C  -0.1347  -1.1623  0.2557  -0.049
C  -1.2200  -0.4933  1.1406  -0.448
C  -1.1877  0.8609  0.5315  -0.050
C  0.2027  1.0606  0.1626  0.093
N  -0.7310  0.6661  -0.9373  -0.384
C  -0.5045  -0.7806  -1.1608  -0.261
H  3.2197  0.5849  1.0047  0.002
H  2.5209  0.4308  -1.1396  -0.071
H  0.1904  -2.1456  0.5154  0.272
H  -1.0736  -0.5105  2.2619  0.286
H  -2.0812  -1.0422  1.0766  0.246
H  -1.6826  1.8591  0.7327  0.292
H  0.8562  1.9627  -0.1075  0.275
H  -0.8900  1.2095  -1.6722  0.433
H  0.4118  -0.8604  -1.8540  0.264
H  -1.5445  -1.2610  -1.3171  0.258



It is 2) that is most stable; the runner-up trails by 0.0333 hartree.



1) The following is a quantum chemistry calculation of one molecule with the formula C4H7ClS, from the OMol25 dataset.

E_HOMO (Ha): -0.3421
Orbital gap (eV): 10.16
Net charge: 0
SMILES string: C[C@H](S)/C=C/Cl

Each line ends with the natural charge from an NBO analysis.
Element x y z (Å)
C  0.9993  -0.5777  1.0951  -0.621
C  0.4249  -0.3546  -0.3142  -0.378
S  1.7149  0.0023  -1.4941  0.008
C  -0.6869  0.6918  -0.3703  -0.214
C  -1.9335  0.2513  -0.4552  -0.190
Cl  -3.5239  1.0642  -0.4967  -0.014
H  0.2049  -0.7092  1.9216  0.218
H  1.6699  -1.4149  1.1041  0.223
H  1.6216  0.2612  1.4552  0.210
H  -0.1782  -1.3466  -0.6091  0.227
H  1.9721  1.2447  -0.9319  0.118
H  -0.3467  1.7271  -0.4320  0.216
H  -1.9382  -0.8395  -0.4725  0.195



2) The following is a quantum chemistry calculation of a 2-piece molecular cluster, C4H7ClS overall, from the OMol25 dataset.

E_HOMO (Ha): -0.3181
Orbital gap (eV): 8.07
Net charge: 0

Each line ends with the natural charge from an NBO analysis.
Element x y z (Å)
C  -0.8627  -0.2019  -1.0766  -0.460
C  0.0949  -0.3552  0.1493  -0.288
C  -0.4348  0.9748  -0.1957  -0.009
C  1.5698  -0.6285  -0.2032  -0.614
S  -2.2350  1.5083  1.4824  -0.053
Cl  -1.3092  0.5020  3.0257  -0.190
H  -0.3840  -0.4772  -2.0287  0.221
H  -1.8575  -0.5292  -1.0688  0.240
H  -0.2331  -0.9023  0.9930  0.250
H  -0.1165  2.0104  -0.1995  0.239
H  2.0441  0.1537  -0.8712  0.211
H  1.5087  -1.5646  -0.7168  0.224
H  2.2152  -0.4905  0.7100  0.231



It is 1) that is most stable; the runner-up trails by 0.0797 hartree.